1.
Computed, not measured: a structure of composition C20H50NO2P2Si4TeTi at a distorted geometry, with the ωB97M-V functional and the def2-TZVPD basis.

Each line ends with the Löwdin charge.
Geometry (Å):
1 Ti 0.029 -0.755 -2.512  0.26
2 P -2.261 0.173 -2.479  0.75
3 C -2.176 0.546 -4.281  -0.26
4 C -0.858 1.187 -4.691  -0.28
5 N 0.270 0.768 -4.056  0.01
6 C 1.478 1.334 -4.329  -0.28
7 C 1.600 2.226 -5.390  0.01
8 C 0.481 2.542 -6.161  0.01
9 C -0.757 2.018 -5.796  0.01
10 C 2.675 0.996 -3.456  -0.25
11 P 2.445 -0.514 -2.432  0.77
12 H -1.672 2.231 -6.344  0.13
13 H 2.580 2.653 -5.602  0.13
14 H 0.566 3.226 -7.009  0.13
15 H 3.563 0.838 -4.088  0.11
16 H 2.888 1.832 -2.767  0.12
17 H -2.231 -0.412 -4.800  0.07
18 H -3.041 1.141 -4.640  0.12
19 H -1.423 -2.523 -4.856  -0.02
20 O -2.229 -2.500 -5.354  -0.04
21 H -1.933 -2.340 -6.261  0.07
22 H -0.261 -1.484 -0.738  -0.13
23 O -0.074 -2.465 -3.075  -0.33
24 H 0.217 -3.392 -3.178  0.08
25 C 3.152 -1.816 -3.486  -0.24
26 H 4.187 -1.551 -3.738  0.06
27 H 3.123 -2.774 -2.949  0.06
28 H 2.556 -1.927 -4.401  0.06
29 C 3.613 -0.361 -1.048  -0.25
30 H 3.503 -1.232 -0.384  0.06
31 H 4.637 -0.324 -1.450  0.07
32 H 3.403 0.547 -0.464  0.04
33 C -2.915 1.702 -1.764  -0.25
34 H -3.905 1.936 -2.185  0.07
35 H -2.985 1.594 -0.672  0.02
36 H -2.244 2.539 -1.990  0.06
37 C -3.630 -1.000 -2.305  -0.21
38 H -3.800 -1.176 -1.233  0.06
39 H -4.545 -0.609 -2.773  0.07
40 H -3.361 -1.949 -2.784  0.05
41 C 3.427 0.079 2.997  -0.20
42 Si 1.890 1.100 3.365  0.32
43 C 1.738 1.378 5.221  -0.19
44 C 1.997 2.754 2.473  -0.21
45 Si -0.002 -0.049 2.681  0.28
46 Te -0.014 0.089 -0.002  0.82
47 Si 0.020 -2.281 3.259  0.32
48 C 0.115 -2.356 5.135  -0.19
49 C -1.558 -3.093 2.641  -0.21
50 C 1.516 -3.118 2.487  -0.20
51 Si -1.949 1.078 3.223  0.31
52 C -2.106 1.074 5.098  -0.19
53 C -1.848 2.850 2.594  -0.21
54 C -3.426 0.210 2.444  -0.21
55 H 4.300 0.696 3.264  0.05
56 H 3.509 -0.191 1.935  0.01
57 H 3.458 -0.842 3.594  0.03
58 H 2.667 1.873 5.545  0.05
59 H 0.890 2.029 5.474  0.02
60 H 1.636 0.435 5.776  0.03
61 H 2.014 2.628 1.381  0.02
62 H 1.164 3.423 2.730  0.02
63 H 2.940 3.232 2.781  0.05
64 H -0.752 -1.882 5.615  0.03
65 H 0.126 -3.422 5.412  0.05
66 H 1.030 -1.888 5.523  0.03
67 H -1.685 -2.972 1.556  0.03
68 H -1.479 -4.169 2.860  0.05
69 H -2.454 -2.699 3.139  0.02
70 H 1.514 -3.030 1.392  0.02
71 H 2.466 -2.718 2.863  0.02
72 H 1.460 -4.187 2.744  0.05
73 H -1.271 1.589 5.592  0.02
74 H -3.037 1.608 5.339  0.05
75 H -2.178 0.055 5.502  0.03
76 H -1.687 2.895 1.508  0.02
77 H -2.812 3.333 2.820  0.05
78 H -1.048 3.420 3.086  0.02
79 H -3.326 0.101 1.354  0.00
80 H -3.591 -0.786 2.874  0.02
81 H -4.314 0.830 2.647  0.05

Computed properties:
Spin multiplicity: 2
HOMO energy (spin up / spin down): -13.20 / -13.36 eV
Charge: +2
Expectation value of S²: 0.755
LUMO level (spin up / spin down): -6.3 / -6.2 eV
Orbital gap (spin up / spin down): 6.8640 / 7.1771 eV

2.
Computed, not measured: a structure of composition C20H50O24S2V3 at a distorted geometry, with the ωB97M-V functional and the def2-TZVPD basis.

Each line ends with the Löwdin charge.
Geometry (Å):
1 O -4.444 -1.687 2.302  -0.34
2 V -3.139 -1.185 3.077  1.12
3 O -2.935 -1.998 4.433  -0.36
4 O 5.393 1.361 0.577  -0.29
5 V 4.846 0.712 -0.765  1.22
6 O 5.412 -0.767 -0.831  -0.27
7 O -2.275 -3.309 -6.459  -0.32
8 V -2.096 -2.284 -5.242  1.17
9 O -3.310 -1.260 -5.406  -0.32
10 S 2.514 0.174 -6.143  0.15
11 O 3.095 0.397 -4.802  -0.42
12 O 2.426 1.381 -6.938  -0.34
13 O 3.330 -0.852 -6.810  -0.39
14 O 1.099 -0.254 -6.130  -0.36
15 S -0.240 -0.638 -0.168  0.08
16 O -0.402 -1.729 0.758  -0.35
17 O -0.617 -1.031 -1.524  -0.38
18 O -1.211 0.299 0.340  -0.37
19 O 1.077 -0.047 -0.043  -0.40
20 C -5.167 1.771 5.155  -0.09
21 O -3.875 1.959 4.499  -0.20
22 C -3.234 3.105 5.121  -0.19
23 C -1.741 3.029 4.761  -0.20
24 O -1.261 1.685 4.960  -0.21
25 C 0.205 1.640 4.954  -0.07
26 H -5.704 1.049 4.540  0.08
27 H -5.769 2.661 5.339  0.09
28 H -5.008 1.154 6.040  0.09
29 H -3.358 3.155 6.203  0.12
30 H -3.622 4.046 4.730  0.12
31 H -1.145 3.721 5.356  0.12
32 H -1.618 3.343 3.724  0.13
33 H 0.454 0.585 4.843  0.09
34 H 0.615 2.032 5.885  0.08
35 H 0.645 2.242 4.158  0.09
36 C 3.385 -6.261 2.297  -0.14
37 O 2.978 -6.754 3.523  -0.19
38 C 1.865 -6.058 4.064  -0.18
39 C 0.506 -6.793 3.869  -0.18
40 O 0.619 -8.149 4.307  -0.17
41 C -0.325 -8.986 3.658  -0.12
42 H 3.646 -5.202 2.293  0.09
43 H 2.575 -6.420 1.585  0.09
44 H 4.266 -6.799 1.947  0.09
45 H 1.870 -5.012 3.758  0.12
46 H 2.166 -5.996 5.110  0.12
47 H 0.211 -6.795 2.820  0.11
48 H -0.224 -6.187 4.406  0.12
49 H -1.354 -8.926 4.012  0.08
50 H -0.045 -10.028 3.811  0.08
51 H -0.264 -8.818 2.583  0.08
52 C -4.393 -4.835 -2.884  -0.12
53 O -3.022 -4.766 -3.066  -0.20
54 C -2.367 -6.027 -2.900  -0.19
55 C -0.859 -5.856 -2.674  -0.21
56 O -0.118 -5.277 -3.726  -0.16
57 C 1.182 -4.946 -3.348  -0.12
58 H -4.621 -4.769 -1.820  0.09
59 H -4.784 -5.733 -3.360  0.09
60 H -4.808 -3.940 -3.347  0.09
61 H -2.548 -6.639 -3.784  0.13
62 H -2.730 -6.617 -2.059  0.12
63 H -0.539 -6.853 -2.370  0.12
64 H -0.786 -5.214 -1.796  0.13
65 H 1.291 -4.197 -2.564  0.10
66 H 1.899 -4.558 -4.071  0.10
67 H 1.665 -5.857 -2.993  0.08
68 C -1.489 8.074 1.444  -0.11
69 O -2.682 7.342 1.209  -0.21
70 C -3.667 8.112 0.477  -0.19
71 C -4.963 7.313 0.184  -0.18
72 O -4.836 6.420 -0.917  -0.22
73 C -3.822 5.419 -0.958  -0.07
74 H -0.662 7.368 1.524  0.09
75 H -1.573 8.732 2.309  0.08
76 H -1.282 8.643 0.538  0.08
77 H -3.296 8.524 -0.462  0.12
78 H -3.890 8.943 1.146  0.11
79 H -5.683 8.101 -0.038  0.12
80 H -5.316 6.704 1.016  0.12
81 H -4.042 4.589 -1.629  0.09
82 H -3.740 5.091 0.078  0.09
83 H -2.942 5.962 -1.303  0.09
84 C 3.046 4.373 -2.561  -0.09
85 O 4.394 3.933 -2.405  -0.21
86 C 5.308 4.531 -3.316  -0.18
87 C 6.756 4.066 -2.987  -0.18
88 O 6.826 2.651 -2.857  -0.22
89 C 7.314 2.063 -4.055  -0.09
90 H 3.056 5.399 -2.193  0.08
91 H 2.309 3.762 -2.039  0.09
92 H 2.628 4.407 -3.567  0.10
93 H 5.258 5.619 -3.277  0.12
94 H 4.989 4.199 -4.304  0.13
95 H 7.041 4.510 -2.033  0.12
96 H 7.490 4.324 -3.750  0.12
97 H 8.379 2.248 -4.189  0.09
98 H 6.674 2.396 -4.871  0.10
99 H 7.142 0.988 -3.989  0.09

Computed properties:
HOMO energy: -3.85 eV
Charge: -1
LUMO level: -1.6 eV
Orbital gap: 2.2545 eV